<i>
Here is a single C20H21N3O3 molecule from the OMol25 dataset. Energies are from ωB97M-V with the def2-TZVPD basis set.

Element x y z (Å)
O -1.0410 -2.5897 0.4233
C -1.0388 -1.4053 0.1238
C -2.2885 -0.6075 0.1048
C -3.4661 -1.2417 0.1174
C -4.7866 -0.6438 0.1406
C -4.9970 0.7379 0.0539
C -6.2707 1.2610 0.0816
C -7.3607 0.4040 0.1969
N -8.6911 0.9494 0.2250
O -9.6175 0.1725 0.3274
O -8.8081 2.1549 0.1440
C -7.1793 -0.9724 0.2828
C -5.9010 -1.4852 0.2521
N 0.1104 -0.7597 -0.1906
C 0.2202 0.6176 -0.6279
C 1.5384 0.8218 -1.3668
N 2.6727 0.5986 -0.4880
C 3.9063 0.4439 -1.2391
C 5.1050 0.4842 -0.3304
C 6.1346 -0.4369 -0.4595
C 7.2377 -0.3790 0.3754
C 7.3178 0.5972 1.3525
C 6.2912 1.5174 1.4903
C 5.1933 1.4627 0.6524
C 2.4249 -0.4787 0.4647
C 1.3692 -1.4634 -0.0293
H -2.2103 0.4668 0.1336
H -3.4345 -2.3248 0.1186
H -4.1561 1.4062 -0.0396
H -6.4444 2.3243 0.0153
H -8.0434 -1.6131 0.3703
H -5.7501 -2.5520 0.3185
H -0.5982 0.8582 -1.3113
H 0.1823 1.3016 0.2305
H 1.5886 1.8524 -1.7333
H 1.5569 0.1532 -2.2458
H 3.9173 -0.4855 -1.8366
H 3.9652 1.2860 -1.9384
H 6.0759 -1.2041 -1.2193
H 8.0337 -1.1006 0.2637
H 8.1766 0.6405 2.0058
H 6.3496 2.2807 2.2525
H 4.3868 2.1725 0.7540
H 3.3592 -1.0035 0.6693
H 2.0799 -0.0337 1.4056
H 1.2097 -2.2702 0.6890
H 1.6800 -1.9146 -0.9799

The value obtained for the HOMO energy is -8.791 eV. Its SMILES is O=C(/C=C/c1ccc([N+](=O)[O-])cc1)N1CCN(Cc2ccccc2)CC1. The frontier orbital gap comes out at 7.8 eV. Its total charge is 0.



<ii>
Here is a single C20H21N3O3 molecule from the OMol25 dataset. Energies are from ωB97M-V with the def2-TZVPD basis set.

Element x y z (Å)
N 1.7445 -3.8181 0.3701
C 1.2356 -2.4689 0.2437
C -0.3100 -2.4221 0.1299
C -0.9420 -2.9221 1.4119
C -1.1381 -2.1063 2.5400
C -1.6372 -2.6359 3.7467
C -2.0187 -3.9671 3.8092
C -1.8144 -4.8127 2.7095
C -1.3025 -4.2742 1.5180
C 1.7997 -1.6004 1.3688
O 2.3192 -2.1056 2.3329
N 1.7182 -0.2156 1.2701
C 1.4400 0.5682 0.0785
C 0.0889 1.3602 0.1800
C -0.4505 1.8157 -1.1337
C -1.1326 1.0526 -2.0504
N -1.5262 1.8406 -3.1134
C -1.0890 3.1471 -2.8884
C -1.2811 4.3096 -3.6310
C -0.7055 5.4653 -3.1308
C 0.0406 5.4663 -1.9483
C 0.2234 4.3178 -1.1986
C -0.4077 3.1544 -1.6520
C 2.5934 1.5057 -0.1867
O 3.4634 1.6944 0.6290
O 2.6026 2.1427 -1.3510
H 1.6835 -4.0954 1.3496
H 2.7579 -3.8092 0.1240
H 1.6569 -2.1123 -0.7140
H -0.6796 -1.4184 -0.0955
H -0.6229 -3.0523 -0.7285
H -0.8260 -1.0751 2.4370
H -1.8194 -1.9699 4.5905
H -2.4720 -4.4023 4.6750
H -2.0450 -5.8491 2.8368
H -1.0903 -4.9164 0.6726
H 2.2538 0.3051 1.9806
H 1.2644 -0.0757 -0.7799
H -0.6217 0.6837 0.6872
H 0.1588 2.2314 0.8366
H -1.4322 0.0198 -1.9764
H -2.0374 1.5886 -3.9365
H -1.8799 4.3593 -4.5497
H -0.8533 6.3753 -3.7084
H 0.4705 6.4058 -1.6203
H 0.8801 4.3156 -0.3035
H 1.7403 1.9999 -1.8310

The value obtained for the HOMO energy is -8.537 eV. Its SMILES is N[C@@H](Cc1ccccc1)C(=O)N[C@@H](Cc1c[nH]c2ccccc12)C(=O)O. The frontier orbital gap comes out at 8.9 eV. Its total charge is 0.



It is <i> that is the least stable of them.



<i>
Here is a gas-phase ion, C4H8NO2 (charge -1) from the OMol25 dataset. Energies are from ωB97M-V with the def2-TZVPD basis set.

Element x y z (Å)
C 2.2173 0.6899 0.1702
C 0.8838 1.3750 -0.0016
O 0.7638 2.5972 0.0729
N -0.2006 0.5829 -0.2653
C -0.1609 -0.8605 -0.2217
C -1.7235 -1.5627 -0.2969
O -1.8471 -2.5336 0.5815
H 2.5709 0.2723 -0.7721
H 2.1801 -0.1071 0.9081
H 2.9142 1.4925 0.4166
H -1.0887 1.0727 -0.2678
H 0.4337 -1.3021 -1.0161
H 0.0179 -1.2585 0.7773
H -2.3182 -0.6711 -0.0905
H -1.7606 -1.8640 -1.3811

The value obtained for the HOMO energy is -2.764 eV. Its SMILES is CC(=O)NCC[O-]. The frontier orbital gap comes out at 6.6 eV. Its total charge is -1.



<ii>
Here is 2 unconnected molecules or ions with the total composition C4H8NO2 from the OMol25 dataset. Energies are from ωB97M-V with the def2-TZVPD basis set.

Element x y z (Å)
O 1.7091 -0.5285 1.4761
C 1.5573 -0.2165 0.1602
O 2.2477 -0.7548 -0.7887
C 0.3694 0.6176 -0.0752
C -0.8150 -0.2294 0.3882
C -2.2149 0.3654 0.0685
N -2.2248 0.8629 -1.2180
H 0.2654 0.9280 -1.1381
H 0.5474 1.5023 0.5723
H -0.6943 -0.5544 1.4610
H -0.7487 -1.2060 -0.2941
H -2.8704 -0.6782 0.2634
H -2.4905 1.1261 0.9336
H -0.8561 -1.9831 -0.7664
H -2.6149 1.8706 -1.2547

The value obtained for the HOMO energy is -3.671 eV. The frontier orbital gap comes out at 5.0 eV. Its total charge is -1.



It is <ii> that is the least stable of them.



<i>
Here is a molecular structure, C8H18 from the OMol25 dataset. Energies are from ωB97M-V with the def2-TZVPD basis set.

Element x y z (Å)
C -2.2895 0.4333 0.0635
C -2.6012 1.0302 -1.3054
C -2.6879 1.3315 1.2304
C 0.7958 -0.6172 0.3235
C -0.1711 -1.4403 0.3603
H -2.9095 -0.4678 0.1504
H 0.1336 0.6345 0.1034
H -3.6784 1.1694 -1.4405
H -2.4070 0.8815 2.1843
H -2.2503 0.3728 -2.1030
H -2.1174 2.0013 -1.4293
H -2.2117 2.3114 1.1575
H -3.7711 1.4883 1.2559
H -1.2346 -0.7320 0.2311
H -0.2734 -2.5012 0.5058
C 2.2641 -0.4153 0.2959
C 3.0026 -1.7377 0.5489
C 2.7042 0.2207 -1.0311
H 2.5205 0.2805 1.1039
H -0.8348 0.8284 0.0582
H 2.7006 -2.1792 1.4987
H 2.4731 -0.4441 -1.8652
H 4.0809 -1.5682 0.5752
H 2.7901 -2.4531 -0.2469
H 2.1926 1.1684 -1.2010
H 3.7798 0.4037 -1.0246

The value obtained for the HOMO energy is -8.724 eV. The frontier orbital gap comes out at 9.8 eV. Its total charge is 0.



<ii>
Here is a molecular structure, C8H18 from the OMol25 dataset. Energies are from ωB97M-V with the def2-TZVPD basis set.

Element x y z (Å)
C -1.5884 0.2636 0.2318
C -0.2911 1.0967 0.2513
C -1.6464 -0.6936 1.4256
C -1.8583 -0.4590 -1.0907
C -0.0349 1.9174 -1.0022
H -2.4055 0.9891 0.3612
H 0.6523 0.0160 0.1699
H -0.4053 1.7695 1.1019
H -1.0239 -1.0942 -1.3829
H -2.6158 -1.1932 1.4821
H -0.8731 -1.4593 1.3465
H -1.4899 -0.1575 2.3645
H -2.7472 -1.0881 -1.0077
H -2.0328 0.2464 -1.9040
H -0.9164 2.5079 -1.2749
H 0.7945 2.6114 -0.8600
H 0.2062 1.2834 -1.8569
C 2.8092 -0.2951 0.3846
C 1.6710 -0.9569 -0.0120
C 1.3096 -2.1359 -0.4859
H 1.3418 1.3689 1.1158
H 3.3928 0.2674 -0.3363
H 2.1372 1.0794 1.0550
H 3.3136 -0.5681 1.3046
H 0.2748 -2.4059 -0.6451
H 2.0262 -2.9106 -0.7362

The value obtained for the HOMO energy is -8.187 eV. The frontier orbital gap comes out at 8.6 eV. Its total charge is 0.



It is <ii> that is the least stable of them.



<i>
Here is 2 unconnected molecules or ions with the total composition C5H15NO2 from the OMol25 dataset. Energies are from ωB97M-V with the def2-TZVPD basis set.

Element x y z (Å)
C -0.2603 -0.3614 0.3653
C -1.4156 0.4290 1.2280
O -2.4430 0.9040 0.3260
C 0.2650 0.5994 -0.7097
N 1.0219 -0.0447 -1.7779
C 2.5182 0.1224 -1.6798
C 0.5838 0.1935 -3.1745
H -0.6705 -1.3328 -0.1368
H 0.4250 -0.8442 1.0339
H -1.0690 1.3834 1.8320
H -1.9309 -0.3196 1.8895
H -2.9024 0.1911 -0.0984
H -0.6106 1.1471 -1.1689
H 0.8115 1.4061 -0.2390
H 3.0190 -0.2761 -2.6288
H 2.7246 1.2360 -1.6248
H 2.8753 -0.6240 -0.9656
H -0.3977 -0.0526 -3.4057
H 0.7322 1.3009 -3.3259
H 1.2402 -0.2623 -3.8271
H -0.8062 -1.4632 6.4310
H -1.9013 -1.8223 5.4067
O -1.8091 -1.5098 6.2504

The value obtained for the HOMO energy (spin up / spin down) is 1.131 / -5.604 eV. The frontier orbital gap (spin up / spin down) comes out at 2.1 / 8.7 eV. Its multiplicity is 2. Its total charge is -1.



<ii>
Here is 3 unconnected molecules or ions with the total composition C5H15NO2 from the OMol25 dataset. Energies are from ωB97M-V with the def2-TZVPD basis set.

Element x y z (Å)
C -0.1803 -0.8300 -0.4767
N -0.8184 0.3609 0.0193
C -1.3607 1.2540 -1.0480
C 0.2034 1.0156 0.7940
C 1.2180 0.0681 1.2948
C 1.0776 -1.2039 0.4293
H -1.0451 -1.5367 -0.3028
H 0.0574 -0.8076 -1.6379
H -2.3092 1.9113 -0.7839
H -0.7206 1.9440 -1.6080
H -1.8774 0.6766 -1.8736
H 0.6976 1.7171 0.0213
H -0.2979 1.6415 1.5444
H 2.2245 0.6529 1.2983
H 0.9838 -0.3154 2.3113
H 0.9155 -2.0674 0.9709
H 1.9379 -1.2313 -0.2694
H -2.4421 -2.5068 1.4260
H -1.9892 -1.0455 1.5920
O -2.4522 -1.7486 1.9436
H 1.2955 0.8045 -1.6056
H 2.6715 0.7016 -2.4617
O 2.2102 0.5451 -1.5777

The value obtained for the HOMO energy (spin up / spin down) is 0.862 / -5.409 eV. The frontier orbital gap (spin up / spin down) comes out at 2.8 / 8.9 eV. Its multiplicity is 2. Its total charge is -1.



<iii>
Here is 3 unconnected molecules or ions with the total composition C5H15NO2 from the OMol25 dataset. Energies are from ωB97M-V with the def2-TZVPD basis set.

Element x y z (Å)
N -0.9220 -0.0442 0.0832
C -0.9321 1.0890 -0.9777
C 0.5986 1.4669 -1.1260
C 1.3939 0.5343 -0.1580
C 0.4001 -0.5687 0.3475
C 0.4629 -1.0722 1.7556
H -1.4746 -0.8428 -0.2114
H -1.4195 0.9078 -1.8887
H -1.4206 1.9634 -0.4642
H 0.8355 2.4104 -0.7404
H 0.7527 1.3482 -2.1860
H 2.0431 0.9225 0.6798
H 2.2972 0.1884 -0.8114
H 0.7325 -1.4024 -0.2877
H -0.5752 -1.6262 2.0893
H 0.6202 -0.2621 2.5481
H 1.2479 -1.7610 1.9659
H -2.1438 1.4080 2.1651
H -1.5534 2.7403 1.7262
O -2.1399 2.3072 2.3961
H 0.9962 -3.1747 -2.7897
H 0.0143 -3.6229 -1.7254
O 0.1859 -2.9094 -2.3902

The value obtained for the HOMO energy (spin up / spin down) is 0.865 / -5.665 eV. The frontier orbital gap (spin up / spin down) comes out at 2.6 / 9.0 eV. Its multiplicity is 2. Its total charge is -1.



It is <i> that is the least stable of them.



<i>
Here is 2 unconnected molecules or ions with the total composition C3H11N2O from the OMol25 dataset. Energies are from ωB97M-V with the def2-TZVPD basis set.

Element x y z (Å)
C 0.7124 1.3503 0.9495
C -0.2710 0.3736 0.4259
C -1.2849 -0.2688 0.9952
N -2.2474 -0.0142 1.9827
N -0.1233 0.0875 -1.0461
H 0.7573 2.1375 0.1762
H 0.5812 1.8990 1.8924
H 1.6837 0.8682 0.9474
H -1.5288 -1.2403 0.5317
H -2.1829 -0.4115 2.9110
H -3.1980 0.0460 1.6666
H -0.8934 -0.4590 -1.4296
H 0.0899 0.9343 -1.5801
H 0.7506 -0.4652 -1.1039
H 2.0203 -1.3305 -3.0642
H 3.0015 -1.9682 -2.1250
O 2.1330 -1.5386 -2.1299

The value obtained for the HOMO energy is -13.115 eV. The frontier orbital gap comes out at 9.7 eV. Its total charge is +1.



<ii>
Here is 2 unconnected molecules or ions with the total composition C3H11N2O from the OMol25 dataset. Energies are from ωB97M-V with the def2-TZVPD basis set.

Element x y z (Å)
C 1.2209 0.2423 2.0431
C 0.3865 0.5414 0.8099
C 0.7546 0.4402 -0.4685
N -0.0782 0.1559 -1.7033
N -0.9851 1.0004 1.1290
H 2.3217 0.6495 1.8842
H 1.2620 -0.7787 2.3136
H 1.1555 0.5816 3.0861
H 1.8098 0.5130 -0.8000
H -1.1062 0.2220 -1.6772
H 0.1792 -0.8923 -2.0548
H 0.2721 0.8499 -2.3561
H -1.1588 1.4079 2.0194
H -1.4878 1.5796 0.3459
H -0.9594 -2.7232 -1.3443
H -2.1425 -1.8010 -1.3824
O -1.4444 -1.9884 -1.8447

The value obtained for the HOMO energy is -12.940 eV. The frontier orbital gap comes out at 9.3 eV. Its total charge is +1.



It is <ii> that is the least stable of them.



<i>
Here is 2 unconnected molecules or ions with the total composition C5H9N3O from the OMol25 dataset. Energies are from ωB97M-V with the def2-TZVPD basis set.

Element x y z (Å)
H 0.5274 -2.1599 -1.7770
N 0.7700 -1.3284 -1.2478
C -0.2181 -0.5696 -1.0110
C -1.6688 -0.8824 -1.2708
N 0.0385 0.6691 -0.4112
C -0.8627 1.2996 0.4816
C 1.3818 0.9545 -0.1584
N 2.3650 1.5522 -0.3291
H -2.2018 -1.0394 -0.3314
H -2.1501 -0.0635 -1.8069
H -1.7492 -1.7934 -1.8589
H -0.4992 0.8009 1.5948
H -0.6234 2.3532 0.5876
H -1.9106 1.1912 0.2333
C 1.7085 -0.1936 1.7380
O 0.6167 -0.0126 2.3315
H 1.8726 -1.1003 1.1411
H 2.6036 0.3223 2.0946

The value obtained for the HOMO energy is -9.078 eV. Its SMILES is [H]/N=C(\C)N(C)C#N.C=O. The frontier orbital gap comes out at 9.0 eV. Its total charge is 0.



<ii>
Here is a single C5H9N3O molecule from the OMol25 dataset. Energies are from ωB97M-V with the def2-TZVPD basis set.

Element x y z (Å)
O -2.6357 -1.6169 -0.1004
C -2.3862 -0.3991 -0.3240
C -1.8124 0.4831 0.7107
N -1.1734 1.6143 0.0993
C 0.0207 1.7697 -0.3106
N 1.1272 0.9571 -0.2679
N 1.1132 -0.1454 0.6043
C 2.2356 -1.0539 0.1573
C 0.8750 -1.3247 -0.3089
H -2.4852 0.0995 -1.4293
H -2.7561 0.8885 1.2658
H -1.0953 -0.0521 1.4555
H 0.2067 2.7084 -0.7902
H 1.8516 1.6097 0.0857
H 2.9767 -0.5916 -0.5731
H 2.7897 -1.5829 0.9332
H 0.3697 -2.1906 0.1744
H 0.7781 -1.1730 -1.3819

The value obtained for the HOMO energy is -8.937 eV. Its SMILES is O=CC/N=C\NN1CC1. The frontier orbital gap comes out at 9.8 eV. Its total charge is 0.



<iii>
Here is a single C5H9N3O molecule from the OMol25 dataset. Energies are from ωB97M-V with the def2-TZVPD basis set.

Element x y z (Å)
C -1.8025 -1.7811 -0.1730
C -0.6706 -1.0882 -0.1894
N -0.3852 0.0568 -0.8790
C -0.1894 1.1767 -0.2697
C 0.1305 2.4011 -1.0700
N -0.0602 1.2556 1.0752
C 0.5331 -1.6288 0.7692
N 1.7431 -1.5156 0.1653
O 0.3481 -2.3437 1.7328
H -1.8560 -2.7086 0.3709
H -2.6907 -1.4184 -0.6647
H 1.1260 2.7667 -0.8200
H 0.0936 2.1750 -2.1322
H -0.5836 3.1918 -0.8492
H -0.0913 0.3155 1.5741
H -0.0161 2.1577 1.5161
H 1.8359 -0.9972 -0.6908
H 2.5353 -2.0153 0.5342

The value obtained for the HOMO energy is -8.714 eV. Its SMILES is C=C(/N=C(/C)N)C(N)=O. The frontier orbital gap comes out at 9.5 eV. Its total charge is 0.



<iv>
Here is 2 unconnected molecules or ions with the total composition C5H9N3O from the OMol25 dataset. Energies are from ωB97M-V with the def2-TZVPD basis set.

Element x y z (Å)
C 1.3843 -1.1610 1.0362
C -0.2750 0.7699 0.7507
C 1.1184 1.5785 -1.2236
C -1.2100 0.2090 -0.3015
N -1.1149 -1.1129 -0.6523
C 0.7043 0.1169 1.3994
O -0.7352 1.9424 1.2595
N 1.4524 0.7813 -2.0054
N -2.0279 1.0579 -0.7830
H -1.4242 2.2408 0.6346
H -1.8551 -1.4653 -1.2441
H -0.7937 -1.7659 0.0430
H 1.6049 -0.0596 -2.5260
H -2.6589 0.7071 -1.4963
H 1.1135 0.6423 2.2520
H 1.3131 -1.3709 -0.0319
H 2.4415 -1.1009 1.3015
H 0.9626 -2.0097 1.5871

The value obtained for the HOMO energy is -8.258 eV. The frontier orbital gap comes out at 9.0 eV. Its total charge is 0.



It is <ii> that is the least stable of them.